Entry 1:
# C25H33AsN4O2STi

A molecular structure, C25H33AsN4O2STi (ωB97M-V/def2-TZVPD, the OMol25 dataset).

The LUMO energy comes out at -0.13 eV. For the HOMO-LUMO gap, the calculation gives 0.2663 Eh.

Positions of all 67 atoms, in Å:
Ti -0.65094 -0.47586 1.01688
C 1.55885 0.71204 3.00074
N 1.44342 0.55101 1.53292
C 2.59165 -0.25030 1.04999
C 1.47570 1.86661 0.89296
C 2.48626 2.78152 1.12790
C 2.45287 4.02969 0.52423
C 1.38614 4.34771 -0.30295
C 0.37730 3.43314 -0.55199
C 0.41838 2.15755 0.02734
N -0.52391 1.16058 -0.12644
C -1.50827 1.20658 -1.12417
C -1.33744 1.68072 -2.41973
C -2.36775 1.55571 -3.34400
C -3.56644 0.96097 -2.98951
C -3.74788 0.48599 -1.69380
C -2.72487 0.61246 -0.77688
N -2.79518 0.16794 0.60542
C -3.75707 -0.92256 0.83139
C -3.18569 1.33091 1.44329
H 2.49566 1.20458 3.26991
H 1.54485 -0.26734 3.47264
H 0.72445 1.30377 3.37089
H 2.63342 -1.18879 1.59697
H 2.47655 -0.45280 -0.01179
H 3.52831 0.28950 1.21295
H 3.30758 2.53428 1.78895
H 3.24083 4.74598 0.71166
H 1.33355 5.32741 -0.76093
H -0.45470 3.70898 -1.18247
H -0.39357 2.11016 -2.72447
H -2.21232 1.90604 -4.35641
H -4.35945 0.85314 -3.71734
H -4.67976 0.01082 -1.41907
H -4.78600 -0.56643 0.72210
H -3.62444 -1.28567 1.84939
H -3.55996 -1.72842 0.12952
H -4.16346 1.69738 1.11916
H -2.44881 2.12321 1.32618
H -3.22457 1.02456 2.48392
O -1.54432 -0.87646 5.03115
C -1.10540 -1.03594 3.91511
O -1.37680 -0.31890 2.86606
C -0.16058 -2.17314 3.60437
C 0.14935 -3.14966 4.53410
C 0.99908 -4.17118 4.14759
C 1.49096 -4.17928 2.84975
C 1.12143 -3.16426 1.98547
N 0.32457 -2.16395 2.36331
H -0.28671 -3.08335 5.52055
H 1.26665 -4.95792 4.84075
H 2.14216 -4.96813 2.50057
H 1.44423 -3.14669 0.95258
C 2.69313 -0.77668 -5.33965
As 1.17658 0.01183 -4.37117
C 1.96275 -0.07732 -2.57301
C 0.11677 -1.63061 -4.21065
S -0.78609 -2.01941 -0.40337
H 3.00928 -1.70823 -4.86868
H 3.52720 -0.07520 -5.34638
H 2.40402 -0.97591 -6.37119
H 2.48716 -1.02660 -2.44677
H 1.15631 -0.02898 -1.83709
H 2.64967 0.75290 -2.40637
H 0.74168 -2.45644 -3.86990
H -0.31975 -1.87675 -5.17887
H -0.68660 -1.46652 -3.49362

natural (NBO) population analysis, charges in e, atoms 1 to 2: number 1, Ti, carries 1.353; number 2, C, carries -0.405

=====

Entry 2:
# C25H33CoN12O10P2S2

A molecular structure, C25H33CoN12O10P2S2 (ωB97M-V/def2-TZVPD, the OMol25 dataset).

The LUMO energy (alpha / beta) comes out at 2.11 / 2.11 eV. As for the total charge: -1. For the HOMO-LUMO gap (alpha / beta), the calculation gives 0.2698 / 0.2701 Eh. The expectation value of S² is 3.755. Its multiplicity is 4.

Positions of all 85 atoms, in Å:
Co 0.59965 0.32805 -0.42769
O -1.58872 1.80353 -0.48814
S -2.32952 3.08504 -0.60294
C -4.01576 2.67472 -0.02338
C -4.34768 1.21263 -0.31634
C -3.89384 0.25737 0.79247
C -3.97371 -1.20844 0.34966
S -2.34128 -2.00863 0.19498
O -1.40188 -0.92373 -0.21709
C -2.10144 -2.34752 1.93256
C -2.63838 -3.52537 2.43801
C -2.47571 -3.81834 3.78348
C -1.76590 -2.94434 4.59979
C -1.21592 -1.78342 4.07380
C -1.38014 -1.47667 2.72785
C -2.73783 3.26581 -2.33956
C -3.27379 4.46518 -2.79305
C -3.55317 4.60954 -4.14279
C -3.27286 3.57011 -5.02495
C -2.71405 2.38741 -4.56282
C -2.44559 2.22780 -3.20826
H -4.69711 3.37303 -0.51212
H -4.02025 2.88572 1.04980
H -3.87758 0.91756 -1.25837
H -5.42660 1.11398 -0.46473
H -4.51860 0.40562 1.67650
H -2.86741 0.50034 1.07033
H -4.43386 -1.30915 -0.63647
H -4.53068 -1.84184 1.04145
H -3.16482 -4.21354 1.78256
H -2.88517 -4.73567 4.19035
H -1.62596 -3.17929 5.64801
H -0.63479 -1.11714 4.70076
H -0.91606 -0.60196 2.28842
H -3.45400 5.28308 -2.10031
H -3.96675 5.54003 -4.51195
H -3.47049 3.69469 -6.08289
H -2.44938 1.59137 -5.24767
H -1.98241 1.32316 -2.82729
C 4.47553 -0.04419 2.84110
C 3.59754 0.71202 1.83806
O 4.03608 2.07665 1.84250
P 1.85310 0.73534 2.49844
O 1.64914 2.14327 3.14675
O 1.78552 -0.25501 3.72646
O 0.76114 0.39974 1.53458
P 3.82735 -0.03802 0.11253
O 4.47528 1.24461 -0.66634
O 4.82463 -1.12284 0.21994
O 2.51145 -0.29382 -0.57876
H 4.40789 0.43761 3.81751
H 5.50417 -0.00730 2.48710
H 4.17478 -1.08584 2.93744
H 4.31767 2.29870 0.94477
H 1.62664 2.78443 2.37687
H 1.79681 -1.17510 3.34391
H 3.78713 1.67635 -1.19393
N 1.25780 2.58757 -2.87603
C 0.68279 1.39431 -3.25555
N 0.39551 1.13195 -4.52336
N -0.20217 -0.07203 -4.48767
N -0.27104 -0.50767 -3.27346
N 0.29400 0.40817 -2.44855
C 1.46075 3.05249 -1.59348
N 1.88035 4.28890 -1.33743
N 1.90146 4.35840 0.00176
N 1.51382 3.23612 0.51331
N 1.23450 2.36256 -0.48189
H 1.50986 3.21183 -3.62195
C 4.37917 -3.71674 1.67005
N 3.25958 -3.61254 0.73775
C 3.33638 -4.13345 -0.50119
C 2.32989 -4.01321 -1.38433
C 1.20246 -3.25127 -0.95576
N 1.11742 -2.72323 0.25464
C 2.12548 -2.90710 1.14402
O 2.11905 -2.47671 2.30524
N 0.18038 -3.03768 -1.81937
H 5.15555 -4.32437 1.20957
H 4.05043 -4.18067 2.59841
H 4.77975 -2.72568 1.85545
H 4.26392 -4.63271 -0.74121
H 2.40210 -4.41526 -2.38298
H 0.41458 -3.03114 -2.79933
H -0.39613 -2.23820 -1.58755

Mulliken population analysis, charges in e, atoms 1 to 2: number 1, Co, carries 3.171; number 2, O, carries -0.297

=====

Entry 3:
# C25H33DyO2S

A molecular structure, C25H33DyO2S (ωB97M-V/def2-TZVPD, the OMol25 dataset).

The LUMO energy (alpha / beta) comes out at -0.09 / 0.28 eV. For the HOMO-LUMO gap (alpha / beta), the calculation gives 0.2376 / 0.2526 Eh. The expectation value of S² is 9.031. Its multiplicity is 6.

Positions of all 62 atoms, in Å:
O -0.05764 -0.07258 -2.18916
C 0.97202 -0.55005 -3.19083
C 0.40473 0.30779 -4.30323
H 0.85660 -1.63046 -3.32464
H 1.97652 -0.27316 -2.85092
C -0.69155 0.70901 -3.30487
H 0.07132 -0.26267 -5.17230
H 1.05357 1.13990 -4.59689
C -2.03353 0.10593 -3.65367
H -1.94413 -0.97746 -3.76247
H -2.38197 0.53827 -4.60042
H -2.77643 0.32918 -2.88276
C -0.76284 2.17846 -2.95813
H 0.23340 2.59196 -2.78605
H -1.37029 2.34229 -2.06026
H -1.23473 2.71911 -3.78777
Dy 0.17077 -0.26905 0.03219
C 0.96899 1.65492 1.51515
C 2.09404 0.77820 1.43588
C 2.60850 0.82623 0.10461
H 2.52654 0.21626 2.25998
C 1.78468 1.71334 -0.65233
C 0.76175 2.21720 0.21393
H 0.02290 2.97735 -0.04842
H 0.43072 1.92271 2.42246
H 3.51052 0.32665 -0.25419
H 1.97561 2.03321 -1.67127
C -1.67498 -0.44971 1.83285
C -1.94137 0.76043 1.11794
C -2.33910 0.41116 -0.20752
H -1.92990 1.77003 1.52408
C -2.31478 -1.01936 -0.31593
C -1.90063 -1.54675 0.94555
H -1.80910 -2.60388 1.19955
H -1.44030 -0.52871 2.89012
H -2.73713 1.10257 -0.94512
H -2.62398 -1.59841 -1.18480
O 0.72977 -1.43727 -7.22162
C 0.19031 -0.46687 -8.14775
C 0.44199 -0.90973 -9.60323
H 0.67092 0.51037 -7.96169
H -0.88556 -0.34321 -7.93946
C 1.57292 -1.94781 -9.46800
H 0.70809 -0.07092 -10.25025
H -0.46012 -1.39616 -9.99975
C 1.38992 -2.45446 -8.02189
H 2.54804 -1.45089 -9.57449
H 1.49916 -2.74621 -10.21136
H 2.34760 -2.71900 -7.55257
H 0.77022 -3.37096 -8.04873
S 1.28694 -2.48384 1.18936
C 1.35502 -2.65653 2.88305
C 1.76211 -3.91350 3.41677
C 1.87595 -4.09784 4.78630
C 1.58795 -3.04962 5.67437
C 1.16977 -1.81431 5.16474
C 1.04848 -1.61020 3.79290
H 1.98834 -4.71710 2.71579
H 2.19340 -5.06450 5.17093
H 1.68581 -3.19375 6.75039
H 0.93470 -0.99293 5.84406
H 0.72688 -0.63959 3.41438

Mulliken population analysis, charges in e, atoms 1 to 2: number 1, O, carries 0.087; number 2, C, carries -0.569

=====

Entry 4:
# C25H33F9N2O8S2

4 unconnected molecules or ions with the total composition C25H33F9N2O8S2 (ωB97M-V/def2-TZVPD, the OMol25 dataset).

As for the SMILES: CCCCCCc1cc2nsnc2cc1S(C)(=O)=O.CCOC(=O)C(F)(F)F.CCOC(=O)C(F)(F)F.CCOC(=O)C(F)(F)F. The LUMO energy comes out at -1.70 eV. For the HOMO-LUMO gap, the calculation gives 0.2621 Eh.

Positions of all 79 atoms, in Å:
C 5.82409 -3.72971 0.10346
C 5.55530 -2.30748 -0.65316
C 4.32423 -1.53091 0.09725
C 3.25050 -0.99011 -1.01212
C 1.84632 -1.80262 -0.97711
C 0.71838 -0.70062 -0.52389
C -0.49043 -1.39201 0.25810
C -0.57519 -1.20931 1.81052
C -1.68497 -1.86865 2.70630
N -1.83147 -1.78891 4.15513
S -3.20995 -2.77747 4.41848
N -3.72494 -3.30552 2.85685
C -2.75897 -2.72832 1.92118
C -2.69876 -2.90847 0.34153
C -1.55885 -2.24927 -0.51568
S -1.59379 -2.59755 -2.32837
C -0.81295 -1.29689 -3.38557
O -1.07009 -3.99925 -2.64766
O -3.07426 -2.63101 -2.72476
H 5.26667 -4.52181 -0.53182
H 6.95875 -3.91607 0.08334
H 5.38237 -3.68924 1.15558
H 6.50942 -1.65725 -0.69475
H 5.30428 -2.55172 -1.75453
H 3.81991 -2.21101 0.88740
H 4.83240 -0.64705 0.64656
H 3.13751 0.13311 -0.81253
H 3.76326 -1.07866 -2.04531
H 1.60128 -2.29768 -1.97908
H 1.90005 -2.56987 -0.10947
H 1.26576 -0.03571 0.25263
H 0.41139 0.00130 -1.37175
H 0.23842 -0.54435 2.28950
H -3.51432 -3.55482 -0.12256
H 0.31445 -1.16956 -3.24628
H -0.96259 -1.64471 -4.48192
H -1.31405 -0.27524 -3.27916
C -7.07243 -1.99730 -0.77929
C -6.14058 -1.68633 0.37535
O -6.26613 -0.31090 0.77001
C -7.29260 -0.02373 1.59899
O -8.08348 -0.83710 2.00650
C -7.27618 1.45574 1.97507
F -7.05314 2.25855 0.91128
F -6.30624 1.73502 2.87390
F -8.43581 1.86707 2.52378
H -6.90139 -1.30511 -1.60787
H -6.92014 -3.01879 -1.13399
H -8.11811 -1.88598 -0.48189
H -5.10544 -1.82992 0.05839
H -6.31307 -2.35401 1.22432
C 6.15701 1.90792 5.46790
C 4.90462 2.74243 5.28428
O 4.30393 2.47951 4.00640
C 3.51405 1.38628 3.93719
O 3.29964 0.64479 4.86241
C 2.90470 1.25626 2.54375
F 3.80530 1.47184 1.56060
F 1.90653 2.14469 2.34460
F 2.37905 0.03436 2.31503
H 6.84999 2.06747 4.63761
H 6.65902 2.16574 6.40272
H 5.92016 0.84135 5.48463
H 5.16572 3.80307 5.29653
H 4.18795 2.57795 6.09363
C -1.52676 5.76959 -3.86070
C -1.57917 4.62041 -4.84820
O -0.29498 3.98515 -4.95458
C -0.00410 3.07481 -4.00150
O -0.74318 2.78193 -3.09438
C 1.36141 2.44517 -4.26341
F 2.29881 3.35697 -4.59845
F 1.31887 1.55391 -5.27878
F 1.84303 1.78249 -3.19347
H -0.73254 6.47100 -4.12953
H -2.47881 6.30384 -3.83934
H -1.30765 5.41177 -2.85179
H -1.82434 5.00184 -5.84198
H -2.35271 3.89473 -4.58204

Mulliken population analysis, charges in e, atoms 1 to 2: number 1, C, carries -0.974; number 2, C, carries -0.443